(1)
DFT (ωB97M-V with the def2-TZVPD basis set) results for C14H32F8HgN2O12S4 as an isolated structure at a distorted geometry.

```
73
Properties=species:S:1:pos:R:3
Hg -0.27004 0.24984 0.38377
N 1.01467 2.24052 0.59387
S 1.68084 2.85804 -0.64752
O 2.52466 3.87106 -0.10272
O 0.80513 3.11192 -1.79675
F 2.58830 1.62919 -1.00216
S 0.62062 3.10803 1.79691
O 0.54114 4.44734 1.34088
O 1.26131 2.70544 3.02716
F -1.02825 2.67661 1.95647
C -0.93691 -3.47399 -0.88367
F -2.23646 -3.52122 -1.18766
F -0.39548 -4.68111 -1.12829
F -0.30248 -2.52410 -1.62447
S -0.72726 -3.01477 0.92991
O -1.52753 -3.98269 1.67933
O 0.72392 -2.84904 1.09473
N -1.48164 -1.47157 0.83081
S -2.72494 -1.13409 1.81035
O -2.98428 -1.91096 2.99714
O -2.65053 0.34234 1.87600
C -4.19433 -1.54384 0.77921
F -5.26355 -1.10944 1.43011
F -4.02665 -1.02373 -0.46891
F -4.41687 -2.86946 0.59849
C -3.65623 2.45737 -2.34674
C -2.45442 2.79315 -1.45268
C -2.69448 3.99465 -0.54195
O -2.23761 1.60702 -0.67346
H -3.58472 1.44893 -2.68838
H -3.64979 3.24488 -3.14879
H -4.55706 2.57586 -1.72744
H -1.50838 2.85683 -2.01064
H -3.32902 3.79737 0.31490
H -3.12831 4.81938 -1.12618
H -1.72945 4.39535 -0.21677
H -3.02853 1.28821 -0.25520
C -0.19744 1.32131 -4.15933
C -0.48975 0.04419 -3.32809
C 0.06831 -1.09390 -4.11738
O 0.05707 0.07996 -2.04409
H 0.84872 1.36065 -4.46928
H -0.47568 2.17212 -3.53836
H -0.97845 1.29968 -4.92596
H -1.53212 -0.10095 -3.15830
H -0.15755 -1.00462 -5.17428
H -0.23460 -2.06827 -3.78069
H 1.16520 -1.04975 -4.13692
H 0.87250 -0.44625 -2.04841
C 2.06094 -1.80333 3.95613
C 0.80262 -0.97867 3.86267
C 0.67312 -0.06467 5.09908
O 0.86023 -0.17086 2.69585
H 2.90951 -1.09866 4.11849
H 2.30778 -2.34419 3.02796
H 2.08170 -2.53004 4.77757
H -0.07019 -1.56709 3.64636
H -0.21046 0.57118 5.06499
H 1.51495 0.58989 5.07063
H 0.70651 -0.63419 6.02069
H 1.16909 0.69418 2.96612
C 4.12389 -0.88975 0.75996
C 3.62435 -1.13533 -0.65010
C 4.11876 -2.44685 -1.21235
O 2.15922 -1.15962 -0.69435
H 5.19036 -0.56770 0.72173
H 4.03586 -1.80767 1.33715
H 3.59342 -0.08105 1.35144
H 3.87863 -0.39302 -1.40580
H 5.17359 -2.40448 -1.26292
H 3.70559 -2.66921 -2.21168
H 3.78789 -3.25814 -0.54153
H 1.82106 -1.77424 -0.02672
```

Calculated values
**Highest occupied orbital energy**: -10.78 eV
**Orbital gap**: 9.88 eV
**Energy above the lowest of the compared OMol25 structures with the same formula, charge and spin**: 25.0 kJ/mol
**Multiplicity**: 1

---

(2)
DFT (ωB97M-V with the def2-TZVPD basis set) results for C14H32IN5O8P2S as an isolated structure at a distorted geometry.

```
63
Properties=species:S:1:pos:R:3
C 1.87546 -1.85019 0.52330
C 2.39616 -2.72911 -0.57843
O 3.08848 -3.67479 -0.31512
N 2.06769 -2.51404 -1.98925
C 0.68804 -2.45047 -2.21880
C 0.09974 -1.91288 -3.49189
O -0.05537 -2.91470 -1.37319
C 2.97331 -1.61352 -2.71558
C 4.33106 -2.35596 -2.93573
C 5.40390 -2.01518 -1.91737
I 7.17943 -3.11081 -2.30882
S 5.77769 -0.24353 -2.08317
O 6.78296 -0.01085 -3.06264
O 5.97995 0.28828 -0.76987
O 4.41416 0.30867 -2.70426
C 3.24533 -0.25906 -2.03568
P 1.92235 0.98825 -2.27757
N 0.62067 0.70010 -1.50812
O 1.79568 1.14910 -3.85776
O 2.58235 2.38185 -1.82447
H 1.91799 -0.78246 0.33122
H 2.41636 -2.08512 1.43394
H 0.83137 -2.11105 0.69253
H -0.09764 -2.72502 -4.19134
H 0.69301 -1.17092 -4.01380
H -0.84821 -1.46502 -3.21378
H 2.62766 -1.40264 -3.72094
H 4.10682 -3.41595 -2.83024
H 4.70183 -2.22279 -3.94920
H 5.09612 -2.15156 -0.88684
H 3.52230 -0.33415 -0.98372
H 0.68454 -0.15901 -0.98045
H 1.62603 2.07902 -4.06795
H 3.28741 2.21228 -1.18569
O -1.17011 0.83589 1.28438
P -2.55492 1.27477 1.65598
N -2.26988 1.86563 3.25917
C -2.81198 1.44604 4.52960
C -1.35871 2.99194 3.36102
N -3.30075 -0.26858 1.49876
C -4.27328 -0.87653 2.39489
C -2.47326 -1.31499 0.88595
N -4.06982 2.10383 1.38915
C -3.93664 3.30024 0.55097
C -5.07300 2.32448 2.40403
H -3.42399 2.23402 4.99238
H -2.00787 1.20286 5.23470
H -3.43618 0.56118 4.45074
H -1.85201 3.94771 3.12982
H -0.51435 2.87582 2.67784
H -0.94516 3.06829 4.36757
H -3.92694 -0.94262 3.43019
H -4.47946 -1.89895 2.08086
H -5.24426 -0.38203 2.34937
H -1.76671 -1.75892 1.59979
H -1.91251 -0.93395 0.04008
H -3.11658 -2.10739 0.50126
H -3.48641 4.14218 1.09620
H -4.91128 3.62163 0.17833
H -3.30925 3.08835 -0.31912
H -4.88844 3.23283 2.99681
H -5.18738 1.49608 3.09426
H -6.03348 2.44345 1.89570
```

Calculated values
**Highest occupied orbital energy**: -7.86 eV
**Orbital gap**: 7.83 eV
**Multiplicity**: 1

---

(3)
DFT (ωB97M-V with the def2-TZVPD basis set) results for C14H32N6O7Ti as an isolated structure at a distorted geometry.

```
60
Properties=species:S:1:pos:R:3
O 0.00780 0.29711 -5.10519
H -0.51262 -0.05345 -5.86343
Ti 0.17249 -0.11657 0.02488
N 0.37272 1.59897 1.13133
N 1.33772 1.07175 -1.09826
N -1.15256 -1.07523 1.24629
N -0.30548 -1.65470 -1.12609
O -0.40205 1.79446 2.17702
O -1.53682 -0.67590 2.52699
O 0.25727 -1.96699 -2.36597
O 1.89919 0.39970 -2.06123
C 1.92932 2.14841 -0.48311
C 1.32807 2.47464 0.76211
C -1.33368 -2.35606 0.87729
C -0.81382 -2.68407 -0.39418
C 1.69501 3.58371 1.66016
H 1.97608 3.22999 2.66151
H 0.85587 4.28003 1.78474
H 2.53920 4.14089 1.26355
C 3.08085 2.80203 -1.12081
H 2.83730 3.06218 -2.14942
H 3.95646 2.15046 -1.15020
H 3.36573 3.71249 -0.60308
C -1.98670 -3.31590 1.77394
C -0.81838 -4.04939 -0.93078
H -2.62489 -2.81752 2.50656
H -1.26965 -3.94432 2.32649
H -2.61678 -4.00473 1.19585
H -0.03625 -4.20322 -1.67271
H -1.78529 -4.27018 -1.40498
H -0.68066 -4.80424 -0.14627
H -1.15448 0.25648 2.58358
H 0.83004 -1.17985 -2.57815
C -0.92387 0.77778 -4.12241
H -0.35522 1.46524 -3.49161
H -1.34625 -0.05118 -3.53082
H -1.77624 1.34325 -4.55258
O -1.70646 0.91503 -0.31197
H -2.23547 0.28797 0.24186
H -1.66978 1.74262 0.22840
C 4.16135 -1.81273 0.59422
N 3.42993 -1.76744 1.84977
C 4.11305 -2.15517 3.07952
C 2.21410 -1.26732 1.84346
O 1.78205 -0.90461 0.68395
N 1.41815 -1.11177 2.96328
C 1.04776 -2.29627 3.74048
C 1.54834 0.10829 3.76801
H 5.15715 -2.20099 0.80242
H 4.24028 -0.81066 0.15312
H 3.65208 -2.46477 -0.12759
H 4.12101 -1.32690 3.79444
H 3.63344 -3.02130 3.54326
H 5.13515 -2.41358 2.81948
H 1.64786 -2.37740 4.65696
H -0.00529 -2.19267 4.02476
H 1.15772 -3.20724 3.13442
H 1.94642 0.93720 3.16686
H 0.55878 0.37312 4.15700
H 2.21205 -0.05324 4.62544
```

Calculated values
**Charge**: +1
**Highest occupied orbital energy (alpha / beta)**: -10.08 / -10.23 eV
**Orbital gap (alpha / beta)**: 5.79 / 5.83 eV
**Multiplicity**: 2
**Expectation value of S²**: 1.02

---

(4)
DFT (ωB97M-V with the def2-TZVPD basis set) results for C14H32NO3P2PdSi as an isolated structure at a distorted geometry.

```
54
Properties=species:S:1:pos:R:3
Pd 0.16165 0.23383 0.06708
P -2.01529 -0.48555 0.21948
C -2.44958 -0.55951 -1.55043
C -1.89654 0.64386 -2.26822
N -0.70632 1.08853 -1.83092
C -0.01103 2.00242 -2.51150
C -0.61299 2.69273 -3.57163
C -1.91743 2.34931 -3.96147
C -2.55632 1.29151 -3.31685
C 1.41520 2.27478 -2.08589
P 1.99501 0.81607 -1.14010
H -3.57011 0.96167 -3.54568
H -0.03425 3.46978 -4.05858
H -2.42325 2.89209 -4.76262
H 2.09358 2.43851 -2.93350
H 1.48282 3.15516 -1.43124
H -1.89532 -1.50095 -1.88276
H -3.53012 -0.69524 -1.71238
H 0.23321 -2.73080 -1.76861
O -0.69259 -2.55025 -2.08894
H -0.82439 -2.97571 -2.94351
H 1.66510 -2.36440 -0.36717
O 1.73595 -2.87846 -1.20816
H 2.34523 -3.62897 -1.03088
C 2.54489 -0.25767 -2.49094
H 3.19420 0.31540 -3.17078
H 3.05990 -1.13631 -2.08496
H 1.66536 -0.61269 -3.04334
C 3.41256 1.30620 -0.12692
H 3.80293 0.39977 0.37147
H 4.20267 1.77086 -0.74344
H 3.06371 2.01239 0.64806
C -3.09802 0.68746 1.03140
H -4.14021 0.36949 0.90297
H -2.81980 0.69232 2.09316
H -2.93813 1.68041 0.59743
C -2.36390 -2.11605 0.83955
H -1.77916 -2.27739 1.74921
H -3.43763 -2.18648 1.05030
H -2.07205 -2.83715 0.06863
C -1.03022 -0.36270 4.11928
Si 0.64795 -0.42897 3.28626
C 1.34001 1.31526 3.57145
C 1.77956 -1.64918 4.20642
O 0.62791 -0.90348 1.74449
H -0.89556 -0.49150 5.20139
H -1.73006 -1.13516 3.78762
H -1.52853 0.60202 3.97261
H 1.55422 1.45888 4.64136
H 2.26732 1.49708 3.01217
H 0.61372 2.08326 3.27105
H 1.45015 -2.69154 4.06084
H 2.81538 -1.59730 3.83073
H 1.79865 -1.44765 5.28701
```

Calculated values
**Charge**: +3
**Highest occupied orbital energy (alpha / beta)**: -17.37 / -18.06 eV
**Orbital gap (alpha / beta)**: 7.23 / 3.74 eV
**Energy above the lowest of the compared OMol25 structures with the same formula, charge and spin**: 32.7 kJ/mol
**Multiplicity**: 5
**Expectation value of S²**: 6.04

---

no.,E_tot (Eh)
1,-4110.03899
2,-2806.91978
3,-2256.96905
4,-1932.09088